Below is C17H35BCeNO4P2 as an isolated structure, with properties calculated with ωB97M-V/def2-TZVPD.

Properties
* charge: +2
* HOMO energy (alpha / beta): -14.1 / -14.0 eV
* orbital gap (alpha / beta): 7.46 / 7.48 eV
* 2S+1: 2
* LUMO (alpha / beta): -6.6 / -6.6 eV

Structure (XYZ):
```
61
Properties=species:S:1:pos:R:3:forces:R:3
Ce 0.09455 -0.02547 0.97559 -0.001 0.150 0.695
P 0.13404 2.49304 -0.22430 -0.943 1.033 -0.711
C -1.73462 2.61090 -0.37517 0.058 0.103 0.428
C -2.39848 1.41662 -1.02586 -0.252 0.017 0.567
N -1.83647 0.18795 -0.85456 -0.199 0.095 -0.852
C -2.41060 -0.84424 -1.53834 0.072 -0.066 0.238
C -3.60275 -0.70889 -2.24580 0.016 0.051 0.253
C -4.23332 0.53012 -2.28185 0.382 -0.114 0.269
C -3.61894 1.61418 -1.66724 0.355 -0.058 -0.172
C -1.74449 -2.20435 -1.54341 0.118 -0.159 -0.062
P -0.54534 -2.49315 -0.15206 -1.386 -0.809 -0.724
H -4.05737 2.61692 -1.68085 0.167 -0.449 -0.090
H -4.05125 -1.59373 -2.70831 0.220 0.442 0.069
H -5.17932 0.64478 -2.77606 -0.260 0.042 -0.158
H -2.54729 -2.96313 -1.51909 0.480 0.111 0.047
H -1.19893 -2.36384 -2.49438 -0.206 0.225 0.363
H -2.17240 2.76327 0.63704 0.243 -0.009 -0.477
H -1.96929 3.51303 -0.96653 0.072 -0.268 0.351
H -2.02662 -0.05771 4.49854 -0.611 0.734 0.016
O -2.62392 0.68779 4.26215 0.191 -1.174 0.410
H -3.41717 0.49653 4.80733 0.564 0.322 -0.486
H 0.33670 -3.08937 3.94798 -0.375 -0.126 0.781
O -0.25933 -3.09331 4.72500 0.783 -0.228 -0.673
H 0.15408 -3.75594 5.30955 -0.338 0.384 -0.167
C -1.69230 -3.17949 1.12892 0.345 -0.034 0.077
H -2.14723 -4.11928 0.77103 0.188 0.369 0.185
H -1.09692 -3.38628 2.03713 -0.503 -0.030 -0.209
H -2.50286 -2.46351 1.36528 0.387 -0.293 -0.061
C 0.51311 -3.85337 -0.67366 0.149 -0.122 0.085
H 1.17404 -4.04624 0.17842 0.108 -0.144 -0.305
H -0.03805 -4.76667 -0.91801 -0.017 0.187 0.062
H 1.09956 -3.53485 -1.54253 0.020 -0.070 0.249
C 0.68481 3.17963 -1.81413 0.401 -0.085 -0.071
H 0.34784 4.21826 -1.95501 0.051 -0.341 0.194
H 1.78543 3.15200 -1.79542 -0.342 0.019 -0.281
H 0.30523 2.56392 -2.64513 0.251 0.146 0.319
C 0.51121 3.74534 1.04753 0.143 -0.075 -0.193
H 1.60392 3.71566 1.16876 -0.307 0.230 0.208
H 0.19342 4.74625 0.72438 0.107 -0.252 0.166
H 0.00874 3.48400 1.99277 0.260 0.166 -0.232
C 4.41739 1.87200 -0.85582 -0.091 0.163 -0.143
C 4.49890 0.33426 -0.75508 1.190 0.729 0.268
C 5.60403 -0.10914 -1.70341 0.380 -0.301 -0.219
O 3.23339 -0.21870 -1.13488 -1.447 0.057 1.486
B 2.47932 -0.23797 0.05959 1.145 -0.034 -0.513
O 3.29896 -0.11025 1.21614 -1.416 -0.142 -1.121
C 4.65633 -0.14212 0.73230 1.697 -0.288 -0.454
C 5.21244 -1.57162 0.81467 -0.056 -0.384 0.090
C 5.57019 0.71299 1.59367 0.162 0.490 0.230
H 4.18991 2.16647 -1.89313 0.032 -0.216 0.310
H 5.38112 2.33879 -0.59813 -0.390 -0.193 -0.022
H 3.63214 2.29448 -0.20613 0.249 -0.157 -0.053
H 5.40558 0.24851 -2.72432 -0.091 -0.089 0.337
H 6.57723 0.32434 -1.41065 -0.444 -0.147 0.031
H 5.73247 -1.19752 -1.75136 -0.171 0.268 0.050
H 6.25723 -1.60333 0.45994 -0.505 0.072 0.079
H 5.23781 -1.90960 1.86224 -0.149 0.161 -0.301
H 4.62383 -2.29700 0.23294 0.144 0.252 0.085
H 5.23582 1.75438 1.66787 0.020 -0.229 0.011
H 5.63327 0.29660 2.60895 -0.121 0.113 -0.279
H 6.60368 0.71957 1.19990 -0.529 -0.046 0.019
```
Positions in Å, forces in eV/Å.

Atomic partial charges in e from the Löwdin method, atoms 1 to 5:
1. Ce 1.115
2. P 0.792
3. C -0.258
4. C -0.308
5. N 0.009